Entry from OMol25: C4H5AuO5S2Te as an isolated structure (ωB97M-V with the def2-TZVPD basis set).

Last column: Löwdin charge in e.
Element x y z (Å)
Au 1.55830 0.40206 -1.45432  0.5021
Te 1.20737 -0.20327 1.01617  1.4785
S 1.12029 2.78186 0.47697  0.2928
S -1.52109 -1.19668 -0.58619  0.9556
O 2.48784 0.43473 -3.52856  -0.1044
O 0.48224 1.54993 1.41740  -0.7135
O 0.54309 2.52261 -0.85492  -0.4430
O 0.62671 3.96651 1.09615  -0.2733
O 2.53903 2.49192 0.52937  -0.4054
C -1.29938 -1.72572 1.89911  -0.2256
C -2.56007 -2.22771 1.50078  -0.1785
C -2.80395 -2.00650 0.17380  -0.4073
C -0.61855 -1.13639 0.86345  -0.9102
H -3.25356 -2.72525 2.16182  0.1060
H -0.91123 -1.78721 2.90602  0.1040
H 3.23998 -0.16983 -3.51509  0.0692
H -3.68342 -2.28247 -0.38620  0.0715
H 2.84641 1.31141 -3.71575  0.0817

Summary:
LUMO, Eh: -0.0269
F_max, eV/Å: 0.62
HOMO, eV: -9.032
ΔE to the lowest compared entry with this formula, charge and spin, kcal/mol: 8.1
HOMO-LUMO gap, eV: 8.30